# C16H20O12Pd

A molecular structure, C16H20O12Pd (ωB97M-V/def2-TZVPD, the OMol25 dataset).

The geometry in XYZ format:
```
49
Properties=species:S:1:pos:R:3:forces:R:3:mulliken_spin:R:1
Pd 0.434398 0.037224 -0.025286 0.48 -0.34 0.06 1.5222
C -0.597095 -0.975838 -3.384298 0.37 0.30 -0.48 0.0046
C -0.804396 -2.021471 -2.287131 0.33 -0.15 -0.64 0.0054
O -0.720858 -1.514735 -1.044177 -0.28 0.00 0.80 0.0651
H -1.170735 -0.065758 -3.191945 -0.08 -0.11 0.12 -0.0002
H -0.841603 -1.316977 -4.402716 -0.13 -0.22 0.16 -0.0034
H 0.455553 -0.673772 -3.418343 -0.09 0.08 0.18 0.0002
H -0.029906 -2.822628 -2.479958 -0.06 0.02 0.00 0.0036
H -1.767293 -2.554420 -2.492535 -0.05 0.16 0.18 -0.0005
C 2.384625 2.743296 1.047510 0.39 0.81 0.27 0.0004
C 2.937000 1.369100 1.393495 0.37 -0.21 -0.18 0.0016
O 1.996962 0.389362 1.423802 -0.49 -0.35 0.05 0.1094
H 2.106291 2.817351 -0.003182 -0.14 -0.15 0.04 -0.0019
H 3.134228 3.531483 1.247514 0.03 -0.16 -0.12 -0.0026
H 1.524485 3.003667 1.669913 -0.13 -0.26 -0.08 0.0000
H 3.479632 1.411261 2.369625 -0.17 0.19 0.04 0.0053
H 3.762883 1.146431 0.667189 -0.13 0.10 -0.05 0.0010
C -2.287637 3.188789 -0.646770 -0.18 0.08 -0.18 0.0115
C -1.212125 2.334322 -0.556974 0.34 -0.25 0.05 -0.0142
C -0.154405 2.323351 -1.677900 -0.08 -0.50 0.54 -0.0055
O 0.781886 1.465377 -1.577083 0.04 0.24 -0.21 0.1198
C -0.281918 3.204598 -2.711298 -0.18 0.63 -0.38 0.0127
C -1.348047 4.151811 -2.790564 0.54 -0.21 -0.23 0.0016
C -2.420722 4.143334 -1.692436 -0.43 -0.19 0.50 0.0021
O -3.359877 4.939149 -1.763697 -0.11 0.17 -0.13 -0.0025
O -1.446060 4.956867 -3.712313 -0.16 0.37 -0.29 -0.0046
O -1.027143 1.530876 0.412562 -0.29 0.22 -0.15 0.1136
H -3.101146 3.091564 0.062295 0.09 0.14 0.16 -0.0001
H 0.442323 3.234357 -3.515400 0.09 -0.13 0.02 0.0000
C -3.778506 -0.121219 3.527029 0.32 -0.26 -0.27 -0.0003
C -3.125618 -1.099982 4.529183 -0.65 0.38 -0.15 0.0000
O -1.899852 -1.446794 3.936288 0.16 0.09 -0.15 0.0014
C -1.743105 -0.784654 2.728645 -0.15 0.18 0.20 0.0063
O -0.803497 -0.906019 2.037416 0.29 -0.41 0.09 0.0134
O -2.806707 0.008343 2.495233 -0.21 -0.11 0.17 -0.0010
H -3.978604 0.869136 3.927609 -0.01 0.01 0.11 0.0000
H -4.689636 -0.538634 3.098695 -0.04 0.09 -0.04 0.0000
H -3.740843 -1.992144 4.649507 0.07 -0.08 0.08 0.0000
H -2.991933 -0.623497 5.501016 0.28 -0.11 0.04 0.0000
C 2.353091 -4.238774 0.272417 -0.06 0.06 -0.02 0.0003
C 3.645448 -4.226754 -0.517506 -0.21 -0.09 -0.28 0.0006
O 3.359562 -3.197869 -1.467260 0.30 0.22 0.26 -0.0031
C 2.569637 -2.278474 -0.812539 -0.46 -0.49 0.26 0.0208
O 2.374518 -1.175471 -1.170331 0.22 0.26 -0.38 0.0112
O 2.027695 -2.852573 0.290797 0.22 -0.05 -0.11 0.0058
H 2.423313 -4.610413 1.291548 0.08 0.09 0.04 -0.0001
H 1.567602 -4.776279 -0.265761 0.00 -0.03 0.02 -0.0001
H 3.861287 -5.146898 -1.056554 -0.03 -0.02 0.01 0.0001
H 4.506851 -3.929006 0.084668 0.00 -0.04 0.08 0.0000
```
Positions in Å, forces in eV/Å.

Summary:
Spin multiplicity: 3
Charge: -2
LUMO (alpha / beta) in Eh: 0.154 / 0.154
Highest occupied orbital energy (alpha / beta) in eV: -1.039 / -1.004
Largest force on an atom in eV/Å: 0.94
ΔE to the lowest compared entry with this formula, charge and spin in eV: 0.000
Orbital gap (alpha / beta) in eV: 5.22 / 5.18